# C14H22BeBr4Cl6LiN3O7PS2

C14H22BeBr4Cl6LiN3O7PS2 as an isolated structure (wB97M-V/def2-TZVPD, the Open Molecules 2025 dataset).

Its total charge is +1. For the calculated total energy, the calculation gives -15454.10016 Eh. For the max |F|, the calculation gives 0.0874 hartree/bohr. Its LUMO energy is -0.164 hartree. For the gap between HOMO and LUMO, the calculation gives 3.075 eV.

CARTESIAN COORDINATES (ANGSTROEM)
C (1.409, 4.210, -4.964)
N (-0.426, 2.744, 0.085)
Br (-4.998, -0.428, 5.524)
H (-2.671, -2.878, 2.800)
C (-2.493, -2.910, -0.128)
H (0.725, 5.649, -7.629)
Br (-2.035, -1.587, 5.212)
H (-2.462, 4.758, 0.083)
H (-2.218, -4.528, 3.189)
Cl (4.692, -7.137, 3.976)
C (-1.846, -3.595, 2.752)
H (0.270, -3.578, 3.183)
O (0.570, 4.886, -7.037)
H (3.735, 5.169, -2.207)
C (2.200, 6.320, -6.022)
H (-3.476, -3.382, -0.205)
H (3.617, -2.085, -1.952)
N (2.653, -1.796, -2.130)
O (2.115, 7.044, -6.993)
C (-1.325, 1.038, -0.825)
O (-0.466, 1.554, -1.747)
H (-0.587, -1.996, 3.436)
H (0.810, 3.310, -4.932)
C (2.290, 4.472, -3.846)
Cl (3.309, -7.391, 1.462)
Cl (2.665, -5.212, 3.272)
H (2.022, -2.267, -1.473)
H (2.569, -0.781, -2.005)
Li (-5.001, -2.803, 6.000)
S (0.444, -3.548, 0.402)
Cl (-0.392, 0.689, 4.595)
C (3.971, -6.253, 2.646)
C (-2.597, -1.419, 0.279)
C (3.066, 6.591, -4.887)
Be (0.346, -6.346, 0.754)
O (-0.730, -3.447, 4.944)
C (-0.629, -3.078, 3.558)
H (-1.808, -5.246, 0.752)
H (1.306, -3.979, 1.345)
Cl (-3.280, 6.390, -0.698)
C (3.113, 5.731, -3.861)
C (1.357, 5.072, -5.991)
H (-1.961, -1.112, 1.112)
H (-3.629, -1.214, 0.573)
Br (-2.614, 1.144, 6.886)
P (-1.515, -3.887, 0.996)
C (-3.099, 0.050, 5.397)
N (-1.324, 1.723, 0.288)
H (-2.972, 0.637, 4.492)
C (0.063, 2.608, -1.098)
H (-0.744, -4.413, 4.896)
S (-2.319, -0.433, -1.209)
H (-1.976, -2.946, -1.099)
Cl (5.191, -5.242, 1.869)
O (-2.359, 5.484, 0.726)
O (3.884, 5.930, -2.798)
H (3.654, 7.498, -4.910)
Br (-3.695, 1.227, 0.577)
H (2.392, -2.043, -3.087)
H (0.812, 3.310, -1.443)
O (2.398, 3.722, -2.886)

---

# C17H16I2NO5Rh

C17H16I2NO5Rh as an isolated structure (wB97M-V/def2-TZVPD, the Open Molecules 2025 dataset).

Its total charge is 0. For the calculated total energy, the calculation gives -1794.16550 Eh. For the max |F|, the calculation gives 0.0246 hartree/bohr. Its LUMO energy (spin up / spin down) is -0.048 / -0.076 hartree. For the gap between HOMO and LUMO (spin up / spin down), the calculation gives 6.994 / 6.707 eV. Its spin multiplicity is 5.

CARTESIAN COORDINATES (ANGSTROEM)
C (-0.128, -2.342, -1.866)
O (0.661, -0.971, 0.780)
N (-3.200, -3.423, 3.989)
C (1.926, 1.721, 0.764)
H (1.379, 2.782, -1.092)
C (0.404, 3.740, 0.670)
H (-2.638, -1.566, -1.277)
C (-2.599, -3.101, 3.061)
C (0.990, 2.554, -0.107)
I (1.837, -0.765, -4.389)
O (2.326, 0.417, -1.252)
C (0.458, 0.146, -5.638)
O (3.624, 0.101, 0.546)
H (2.669, 2.322, 1.281)
C (0.905, -0.377, 1.978)
C (-2.055, -1.905, -0.427)
I (-1.606, 0.923, -3.148)
H (0.723, 1.148, -5.944)
C (-0.439, 1.577, 1.185)
C (2.693, 0.652, -0.012)
H (1.096, -2.924, 0.445)
H (-0.079, -0.521, -6.300)
C (-0.676, 3.042, 1.543)
O (-0.141, 1.660, -0.226)
H (-0.567, 3.230, 2.611)
C (0.205, -2.333, 0.628)
O (0.981, -0.961, 3.020)
H (-3.687, -1.906, 0.895)
C (0.911, 1.115, 1.799)
H (1.171, 4.244, 1.261)
C (-0.659, -2.230, -0.618)
H (0.824, -2.839, -2.011)
C (-0.548, -2.820, 1.833)
H (0.003, -3.262, 2.650)
H (-0.040, 4.470, -0.006)
H (-0.819, -2.386, -2.699)
H (-1.277, 0.907, 1.354)
H (-1.680, 3.335, 1.240)
H (1.059, 1.513, 2.796)
Rh (0.492, -0.194, -1.968)
C (-2.629, -2.099, 0.761)
C (-1.868, -2.670, 1.888)

---

# C31H32Br2F6N3O3SeTc

C31H32Br2F6N3O3SeTc as an isolated structure (wB97M-V/def2-TZVPD, the Open Molecules 2025 dataset).

Its total charge is +1. For the calculated total energy, the calculation gives -9819.81462 Eh. For the max |F|, the calculation gives 0.0217 hartree/bohr. Its LUMO energy (spin up / spin down) is -0.128 / -0.161 hartree. For the gap between HOMO and LUMO (spin up / spin down), the calculation gives 7.904 / 7.126 eV. Its spin multiplicity is 4.

CARTESIAN COORDINATES (ANGSTROEM)
C (0.340, -2.431, -1.663)
C (2.488, 1.655, 5.108)
H (3.502, 1.255, 5.160)
C (-1.428, -0.338, 5.532)
N (-0.275, 0.833, 4.023)
H (1.819, -3.897, -1.171)
F (-1.751, -2.388, -0.484)
H (0.236, 2.831, 3.866)
C (-1.872, 1.752, 7.252)
Tc (0.051, 0.167, -0.032)
F (-0.526, -2.629, -3.891)
C (-1.227, 2.165, -0.750)
N (-1.035, -1.165, 4.479)
O (0.850, -1.461, -0.790)
C (-3.109, 4.614, -2.806)
O (-1.068, 1.830, 0.489)
C (0.529, -3.254, 6.088)
C (-0.210, -1.750, -2.943)
H (-0.518, -4.924, 6.995)
H (-0.326, -4.501, 4.547)
H (5.162, 0.057, 0.299)
C (1.926, 1.014, -0.015)
H (2.324, 0.712, 3.173)
C (4.308, 0.672, 0.050)
H (1.517, -3.716, 6.116)
C (2.121, 2.259, -0.607)
C (-0.047, -3.453, 4.686)
C (-2.628, 4.124, -0.179)
H (3.068, 3.746, 5.171)
H (-2.054, 2.560, 7.949)
H (0.162, -3.787, 8.160)
H (0.334, 1.937, 2.362)
H (1.460, 3.447, 5.838)
C (-2.355, 0.467, 7.548)
H (-1.303, -3.368, 7.283)
H (2.259, -2.827, -2.509)
C (-0.355, -0.431, 3.591)
F (-1.372, -4.100, -1.761)
H (-2.078, -2.832, 5.109)
H (-2.903, 0.307, 8.467)
C (3.027, 0.230, 0.331)
F (0.711, -0.915, -3.433)
H (0.711, -3.224, 3.937)
Br (-3.479, 5.032, -4.601)
Br (6.228, 2.475, -1.003)
F (-0.290, -3.873, 0.100)
H (2.896, -0.729, 0.806)
F (-1.316, -1.017, -2.683)
C (-2.311, 3.539, -2.488)
H (-2.543, -1.576, 6.920)
C (2.052, 1.659, 3.643)
H (0.680, -2.185, 6.279)
H (-1.886, 2.903, -3.254)
C (-0.789, -3.216, -0.956)
H (1.289, 2.896, -0.870)
C (-2.070, 3.289, -1.141)
C (0.556, 1.891, 3.421)
H (-4.288, 6.231, -2.011)
C (-0.334, -3.865, 7.191)
N (-3.402, 5.154, -0.492)
H (3.562, 3.670, -1.347)
Se (0.341, -1.179, 2.007)
C (4.488, 1.901, -0.568)
C (-1.291, -2.613, 4.393)
O (-0.600, 1.452, -1.596)
H (-1.672, -2.829, 3.397)
C (-3.642, 5.390, -1.782)
H (2.586, 2.446, 3.102)
H (2.888, 3.000, 6.760)
H (1.857, 0.969, 5.684)
H (1.080, -4.131, -2.771)
C (3.406, 2.707, -0.879)
C (-2.149, -0.595, 6.692)
C (2.471, 3.040, 5.753)
C (-0.946, 0.931, 5.242)
H (-0.824, 3.007, 5.860)
H (-2.436, 3.951, 0.875)
C (1.446, -3.394, -2.060)
C (-1.169, 2.008, 6.092)

---

# C3H4N2O2

A single C3H4N2O2 molecule (wB97M-V/def2-TZVPD, the Open Molecules 2025 dataset).

Its total charge is 0. For the calculated total energy, the calculation gives -376.55845 Eh. For the max |F|, the calculation gives 0.0687 hartree/bohr. Its LUMO energy (spin up / spin down) is -0.042 / -0.042 hartree. For the gap between HOMO and LUMO (spin up / spin down), the calculation gives 8.061 / 8.063 eV.

CARTESIAN COORDINATES (ANGSTROEM)
C (0.298, 1.425, -0.839)
N (-1.112, -0.331, -0.568)
N (0.037, 0.267, -0.323)
O (-0.527, -1.870, 1.019)
H (1.287, 1.762, -1.131)
C (1.049, -0.008, 0.763)
C (-1.266, -1.472, 0.134)
H (0.847, 0.913, 1.291)
H (-0.537, 1.957, -1.247)
O (2.046, -0.561, 1.071)
H (-2.122, -2.083, -0.171)

---

# C25H37F6N7O6RhS2Si4

C25H37F6N7O6RhS2Si4 as an isolated structure (wB97M-V/def2-TZVPD, the Open Molecules 2025 dataset).

Its total charge is -1. For the calculated total energy, the calculation gives -4473.70956 Eh. For the max |F|, the calculation gives 0.0067 hartree/bohr. Its LUMO energy (spin up / spin down) is 0.054 / -0.014 hartree. For the gap between HOMO and LUMO (spin up / spin down), the calculation gives 6.517 / 5.834 eV. Its spin multiplicity is 5.

CARTESIAN COORDINATES (ANGSTROEM)
H (-2.197, -1.435, -3.404)
H (2.505, 3.347, -2.705)
Si (1.425, -0.931, 3.141)
C (3.242, -1.355, 3.366)
H (0.724, -3.305, 2.767)
F (-2.650, 0.760, -3.737)
H (1.382, -4.410, -0.659)
O (-4.498, 2.853, 0.282)
H (-1.369, -1.284, -2.010)
H (-0.311, 2.056, -2.987)
H (2.349, 4.125, 3.031)
C (2.080, 2.592, 1.585)
H (2.141, 0.139, -1.175)
O (-5.761, 2.841, -3.556)
H (4.161, 3.006, 1.873)
H (0.276, -3.066, -0.446)
C (1.635, 3.520, 2.485)
H (1.489, -3.428, 0.803)
H (3.373, -1.846, 4.335)
C (0.387, -2.469, 3.380)
C (-2.342, -2.833, 0.378)
H (-0.828, 4.184, -0.357)
C (1.104, 1.818, 0.826)
H (1.494, 1.276, 4.300)
C (-2.756, -5.126, 1.022)
C (4.114, 1.176, 0.859)
F (-6.135, 0.991, 1.349)
S (-4.526, 2.439, -2.957)
C (0.246, 3.584, 2.836)
C (0.190, 4.262, -0.741)
H (2.101, -3.040, -3.441)
O (-3.505, 3.413, -2.696)
F (-5.992, -0.414, -0.287)
S (-4.222, 1.596, -0.340)
Rh (-1.235, 0.089, 1.029)
N (-1.295, -1.607, -2.965)
H (4.566, -0.712, 0.159)
C (1.304, -3.391, -0.273)
C (-3.286, -4.325, -1.255)
C (-0.614, 2.634, 2.329)
H (1.214, -1.559, -3.102)
Si (2.524, -2.270, -1.124)
C (-3.775, 1.315, -4.208)
F (-4.535, -0.459, 1.304)
H (2.961, -1.490, -3.426)
H (1.053, -0.049, 5.389)
Si (1.129, -0.101, 0.928)
H (0.770, 4.897, -0.068)
O (-2.212, 0.975, 2.710)
H (4.271, -3.978, -1.382)
C (2.653, 2.818, -1.759)
H (-0.663, -2.285, 3.144)
H (-0.616, -3.255, -3.829)
H (3.296, 3.435, -1.128)
C (-5.294, 0.339, 0.555)
N (-2.697, -5.973, 1.803)
F (-4.606, 0.333, -4.557)
C (-1.922, 2.211, 2.985)
N (-4.757, 1.399, -1.789)
C (3.491, 2.294, 1.401)
H (4.513, -3.128, 0.141)
H (0.137, 4.759, -1.713)
C (0.906, 0.360, 4.385)
H (-1.115, 1.392, -1.586)
N (-1.870, -1.804, 0.624)
C (2.168, -2.069, -2.945)
C (-2.822, -4.087, 0.060)
H (0.442, -2.779, 4.427)
H (3.866, -0.461, 3.344)
Si (0.964, 2.585, -0.985)
H (0.272, 0.549, -2.299)
N (-1.002, -3.012, -2.925)
C (2.452, -0.525, -0.358)
C (3.736, -0.017, 0.227)
H (5.017, -2.381, -1.383)
H (-0.151, 0.610, 4.279)
H (-1.856, -3.555, -2.815)
H (-0.122, 4.250, 3.603)
O (-2.507, 2.954, 3.741)
C (-0.136, 1.531, -2.044)
F (-3.465, 2.015, -5.305)
N (-0.233, 1.830, 1.345)
O (-2.845, 1.122, -0.199)
C (4.245, -2.993, -0.910)
H (5.189, 1.202, 1.024)
H (3.186, 1.891, -1.976)
N (-3.620, -4.525, -2.342)
H (3.600, -2.038, 2.593)

---

# C7H14O5

A 2-piece molecular cluster, C7H14O5 overall (wB97M-V/def2-TZVPD, the Open Molecules 2025 dataset).

Its total charge is 0. For the calculated total energy, the calculation gives -651.11589 Eh. For the max |F|, the calculation gives 0.0770 hartree/bohr. Its LUMO energy (spin up / spin down) is 0.018 / 0.017 hartree. For the gap between HOMO and LUMO (spin up / spin down), the calculation gives 8.165 / 7.748 eV.

CARTESIAN COORDINATES (ANGSTROEM)
H (-1.019, 2.526, -0.202)
H (2.995, -0.445, -1.880)
O (-2.052, -0.499, 2.115)
H (2.160, 2.648, -0.704)
O (1.423, 2.066, -0.813)
C (-1.718, -0.624, 0.787)
H (1.686, 0.563, -2.486)
C (-1.487, 1.881, 0.482)
H (0.319, -1.277, -1.557)
H (-0.891, -2.453, -0.327)
C (1.839, -0.567, 1.529)
C (-1.482, 0.445, 0.002)
H (-1.094, 1.992, 1.471)
H (-1.464, -1.068, 2.594)
H (-2.416, 2.328, 0.624)
O (1.844, 0.580, 0.820)
O (1.235, -1.396, -1.573)
O (-1.052, 0.296, -1.269)
H (2.165, -0.429, 2.604)
H (-2.141, -2.874, 0.915)
H (-0.488, 1.086, -1.395)
C (2.012, -0.125, -1.702)
C (-1.758, -2.068, 0.185)
H (2.025, -1.388, 0.874)
C (1.853, 0.787, -0.463)
H (-2.496, -1.984, -0.628)